No. 1
Below is a single C5H5N3 molecule in a non-equilibrium geometry, with properties calculated with ωB97M-V with the def2-TZVPD basis set.

Geometry as XYZ:
```
13
Properties=species:S:1:pos:R:3
C -2.045 -0.161 -0.022
C -1.164 0.969 0.040
C 0.065 0.605 -0.198
C 1.501 0.886 -0.069
N 2.144 -0.276 0.100
N 1.404 -1.277 0.079
C 0.137 -0.885 -0.226
N -1.263 -1.211 -0.056
H -3.183 0.161 0.574
H -1.404 2.128 0.067
H 2.082 1.718 -0.132
H 3.139 -0.348 -0.018
H -1.414 -2.308 -0.139
```

Calculated values
- SMILES: c1cc2c[nH]nc2[nH]1
- Spin multiplicity: 1
- LUMO level: 0.0378 Eh

Here are the Löwdin charges for atoms 1 to 8, given in e: -0.17 -0.15 -0.21 -0.02 -0.08 0.02 -0.18 0.01

No. 2
Below is a single C5H5N3O molecule in a non-equilibrium geometry, with properties calculated with ωB97M-V with the def2-TZVPD basis set.

Geometry as XYZ:
```
14
Properties=species:S:1:pos:R:3
N -1.399 -0.740 1.968
C -0.545 0.291 1.696
O -0.242 1.213 2.487
C -0.054 0.276 0.258
C 0.625 1.317 -0.277
N 1.294 1.339 -1.512
C 1.076 0.180 -2.140
C 0.317 -0.975 -1.555
N -0.226 -0.902 -0.357
H -1.561 -1.500 1.340
H -1.878 -0.779 2.865
H 0.935 2.077 0.392
H 1.603 0.071 -2.970
H 0.053 -1.868 -2.195
```

Calculated values
- SMILES: NC(=O)c1cnccn1
- Spin multiplicity: 1
- LUMO level: -0.0047 Eh

Here are the Löwdin charges for atoms 1 to 8, given in e: 0.16 -0.45 0.02 -0.22 -0.04 0.11 -0.08 -0.07

No. 3
Below is an isolated ion of composition C5H5N4O2 and charge -1 in a non-equilibrium geometry, with properties calculated with ωB97M-V with the def2-TZVPD basis set.

Geometry as XYZ:
```
16
Properties=species:S:1:pos:R:3
C -0.854 -0.206 -0.575
C -0.551 0.789 0.358
C 0.716 0.638 0.942
C -0.752 -2.437 -1.603
C 1.163 1.955 1.603
N 0.201 -3.356 -1.590
N 1.162 -3.005 -0.778
N -0.224 -1.361 -0.675
N 0.944 -1.865 -0.200
O -1.794 -2.272 -2.180
O -1.364 1.939 0.171
H -1.683 -0.273 -1.216
H 1.548 2.453 0.707
H 0.449 2.618 2.031
H 1.923 1.697 2.281
H -0.884 2.686 0.724
```

Calculated values
- Spin multiplicity: 1
- Net charge: -1
- LUMO level: 0.1158 Eh

Here are the Löwdin charges for atoms 1 to 8, given in e: 0.01 -0.38 -0.02 -0.56 -0.18 -0.01 -0.08 -0.04

No. 4
Below is a single C5H5NO molecule in a non-equilibrium geometry, with properties calculated with ωB97M-V with the def2-TZVPD basis set.

Geometry as XYZ:
```
12
Properties=species:S:1:pos:R:3
C -0.678 -0.129 -1.838
C 0.470 -0.390 -1.484
C 1.540 -0.344 -0.555
C 1.106 0.250 0.552
C -0.473 0.656 0.608
N -1.178 -0.394 1.167
O -0.751 1.826 0.806
H -1.451 -0.162 -2.556
H 2.559 -0.403 -0.914
H 1.730 0.552 1.378
H -2.151 -0.218 1.369
H -0.722 -1.243 1.469
```

Calculated values
- SMILES: C#C/C=C\C(N)=O
- Spin multiplicity: 1
- LUMO level: 0.0230 Eh

Here are the Löwdin charges for atoms 1 to 8, given in e: 0.13 -0.13 -0.12 0.01 -0.54 0.14 0.05 0.04

No. 5
Below is a single C5H5NO molecule in a non-equilibrium geometry, with properties calculated with ωB97M-V with the def2-TZVPD basis set.

Geometry as XYZ:
```
12
Properties=species:S:1:pos:R:3
O -1.904 0.352 0.617
C -0.812 -0.493 0.809
C 0.276 -0.241 -0.270
C 0.706 1.410 0.099
C 0.523 1.322 -1.144
C 1.484 -1.032 -0.035
N 2.421 -1.681 0.161
H -1.596 1.253 0.802
H -0.348 -0.375 1.795
H -1.175 -1.519 0.703
H -0.165 -0.588 -1.216
H 0.402 1.383 -2.210
```

Calculated values
- Spin multiplicity: 1
- LUMO level: 0.0234 Eh

Here are the Löwdin charges for atoms 1 to 8, given in e: -0.05 -0.26 -0.34 0.04 0.04 -0.20 0.17 0.08

No. 6
Below is a single C5H5NO molecule in a non-equilibrium geometry, with properties calculated with ωB97M-V with the def2-TZVPD basis set.

Geometry as XYZ:
```
12
Properties=species:S:1:pos:R:3
C -1.353 0.462 1.819
C -0.928 0.165 0.734
C -0.439 -0.272 -0.583
O -0.864 0.579 -1.631
C 1.105 -0.291 -0.695
C 1.819 -0.386 0.578
N 2.408 -0.435 1.571
H -1.702 0.720 2.795
H -0.813 -1.293 -0.745
H -1.806 0.756 -1.512
H 1.418 -1.117 -1.339
H 1.399 0.641 -1.185
```

Calculated values
- SMILES: C#C[C@@H](O)CC#N
- Spin multiplicity: 1
- LUMO level: 0.0229 Eh

Here are the Löwdin charges for atoms 1 to 8, given in e: 0.15 -0.08 -0.40 -0.02 -0.11 -0.23 0.15 0.04

No. 7
Below is a 2-piece molecular cluster, C5H5NO overall in a non-equilibrium geometry, with properties calculated with ωB97M-V with the def2-TZVPD basis set.

Geometry as XYZ:
```
12
Properties=species:S:1:pos:R:3
O 1.554 1.435 1.315
C 1.216 0.582 0.627
C 0.780 -0.396 -0.216
C -0.268 -1.517 0.031
C -0.792 -0.251 -0.459
C -1.476 0.494 0.558
N -2.103 1.089 1.338
H 0.429 1.834 -1.096
H 1.363 -0.464 -1.131
H -0.514 -1.874 1.027
H -0.051 -2.298 -0.698
H -0.139 1.367 -1.295
```

Calculated values
- Spin multiplicity: 1
- LUMO level (spin up / spin down): -0.0206 / -0.0206 Eh

Here are the Löwdin charges for atoms 1 to 8, given in e: 0.28 -0.10 -0.24 -0.07 -0.23 -0.31 0.14 0.08

No. 8
Below is a single C5H5NO molecule in a non-equilibrium geometry, with properties calculated with ωB97M-V with the def2-TZVPD basis set.

Geometry as XYZ:
```
12
Properties=species:S:1:pos:R:3
C 1.967 0.563 2.229
C 1.259 0.304 1.318
C 0.256 -0.163 0.227
C -0.947 -0.923 0.332
C -2.063 -0.799 -0.517
N 0.603 0.487 -0.896
O -0.400 0.523 -1.922
H 2.370 0.791 3.300
H -1.162 -1.711 1.175
H -2.108 -0.641 -1.552
H -2.978 -1.107 -0.163
H 0.031 1.186 -2.649
```

Calculated values
- SMILES: C#C/C(C=C)=N/O
- Spin multiplicity: 1
- LUMO level: -0.0028 Eh

Here are the Löwdin charges for atoms 1 to 8, given in e: 0.06 -0.08 -0.29 -0.10 0.06 0.03 -0.14 0.08

No. 9
Below is a single C5H5NO molecule, with properties calculated with ωB97M-V with the def2-TZVPD basis set.

Geometry as XYZ:
```
12
Properties=species:S:1:pos:R:3
C 3.041 -0.079 -0.312
C 1.957 -0.061 0.216
C 0.587 0.026 0.717
O 0.315 0.043 1.901
C -0.443 0.230 -0.354
C -1.801 -0.402 -0.350
N -1.631 0.972 0.066
H 3.996 -0.107 -0.793
H -0.018 0.512 -1.314
H -2.087 -1.142 0.393
H -2.282 -0.523 -1.320
H -1.595 0.979 1.087
```

Calculated values
- SMILES: C#CC(=O)[C@H]1CN1
- Spin multiplicity: 1
- LUMO level: -0.0019 Eh

Here are the Löwdin charges for atoms 1 to 8, given in e: 0.16 -0.03 -0.38 0.10 -0.25 -0.12 0.03 0.04

No. 10
Below is C5H5NO as an isolated structure in a non-equilibrium geometry, with properties calculated with ωB97M-V with the def2-TZVPD basis set.

Geometry as XYZ:
```
12
Properties=species:S:1:pos:R:3
N -0.088 0.307 2.757
C -0.251 0.824 1.734
C -0.613 0.967 0.323
O 0.404 1.411 -0.574
C 0.440 0.126 -1.207
C 0.781 -0.971 -0.273
C -0.617 -0.436 -0.241
H -1.546 1.524 0.196
H 0.705 0.130 -2.263
H 0.775 -1.925 -0.792
H 1.512 -0.899 0.526
H -1.502 -1.058 -0.186
```

Calculated values
- Spin multiplicity: 1
- LUMO level: 0.0319 Eh

Here are the Löwdin charges for atoms 1 to 8, given in e: 0.17 -0.14 -0.29 -0.02 -0.20 -0.06 -0.14 0.16

No. 11
Below is a single C5H5NO molecule in a non-equilibrium geometry, with properties calculated with ωB97M-V with the def2-TZVPD basis set.

Geometry as XYZ:
```
12
Properties=species:S:1:pos:R:3
N 0.645 -1.569 -2.244
C 0.442 -0.614 -1.624
C 0.216 0.568 -0.819
C 0.980 0.691 0.466
C -0.494 0.421 0.521
C -1.054 -0.920 0.869
O -2.210 -1.072 1.177
H -0.010 1.464 -1.390
H 1.674 -0.113 0.697
H 1.317 1.682 0.751
H -1.153 1.241 0.793
H -0.354 -1.779 0.803
```

Calculated values
- SMILES: N#C[C@@H]1C[C@@H]1C=O
- Spin multiplicity: 1
- LUMO level: 0.0260 Eh

Here are the Löwdin charges for atoms 1 to 8, given in e: 0.16 -0.20 -0.22 -0.06 -0.19 -0.23 0.07 0.15

No. 12
Below is a single C5H5NO molecule in a non-equilibrium geometry, with properties calculated with ωB97M-V with the def2-TZVPD basis set.

Geometry as XYZ:
```
12
Properties=species:S:1:pos:R:3
C -0.286 -2.064 -0.536
C -0.337 -0.978 0.172
C -0.450 0.318 0.350
C -1.708 0.854 0.776
N -2.722 1.281 1.137
C 0.752 1.226 0.131
O 1.720 0.666 -0.716
H -0.570 -1.703 -1.516
H -0.045 -3.099 -0.306
H 1.154 1.466 1.122
H 0.429 2.157 -0.345
H 2.063 -0.137 -0.302
```

Calculated values
- SMILES: C=C=C(C#N)CO
- Spin multiplicity: 1
- LUMO level: 0.0066 Eh

Here are the Löwdin charges for atoms 1 to 8, given in e: 0.06 -0.04 -0.23 -0.18 0.16 -0.22 -0.04 0.09

No. 13
Below is a single C5H5NO molecule in a non-equilibrium geometry, with properties calculated with ωB97M-V with the def2-TZVPD basis set.

Geometry as XYZ:
```
12
Properties=species:S:1:pos:R:3
C -1.097 -2.201 0.319
C -0.521 -1.157 0.126
C 0.236 0.106 -0.089
C -0.382 1.241 0.776
O 1.789 0.101 0.006
C 0.385 0.444 -1.484
N 0.560 0.687 -2.595
H -1.570 -3.153 0.482
H -1.371 1.572 0.408
H -0.523 0.917 1.815
H 0.298 2.090 0.730
H 2.196 -0.647 -0.496
```

Calculated values
- SMILES: C#C[C@@](C)(O)C#N
- Spin multiplicity: 1
- LUMO level: 0.0232 Eh

Here are the Löwdin charges for atoms 1 to 8, given in e: 0.15 -0.05 -0.45 0.00 -0.04 -0.23 0.18 0.04

No. 14
Below is a single C5H5NO molecule in a non-equilibrium geometry, with properties calculated with ωB97M-V with the def2-TZVPD basis set.

Geometry as XYZ:
```
12
Properties=species:S:1:pos:R:3
N 1.489 -1.101 -2.391
C 0.679 -0.548 -1.773
C 0.050 0.428 -0.914
C 0.845 0.533 0.351
C -0.641 0.350 0.446
C -1.170 -0.893 1.079
O -2.123 -0.893 1.819
H -0.210 1.339 -1.442
H 1.389 -0.387 0.558
H 1.404 1.438 0.538
H -1.254 1.225 0.656
H -0.610 -1.825 0.853
```

Calculated values
- SMILES: N#C[C@@H]1C[C@@H]1C=O
- Spin multiplicity: 1
- LUMO level: 0.0252 Eh

Here are the Löwdin charges for atoms 1 to 8, given in e: 0.15 -0.20 -0.22 -0.07 -0.17 -0.22 0.07 0.14

No. 15
Below is a single C5H5NO molecule in a non-equilibrium geometry, with properties calculated with ωB97M-V with the def2-TZVPD basis set.

Geometry as XYZ:
```
12
Properties=species:S:1:pos:R:3
C 2.234 1.101 -0.017
C -0.198 0.512 -0.679
C -0.158 0.323 0.756
C 1.620 -1.382 -0.064
C 1.128 0.128 -0.011
N 3.093 1.868 -0.050
O 2.744 -1.802 0.057
H -0.845 -0.147 -1.347
H -0.163 1.418 -1.085
H -0.433 1.157 1.440
H -0.470 -0.662 0.998
H 0.710 -2.176 0.055
```

Calculated values
- Spin multiplicity: 3
- LUMO level (spin up / spin down): 0.0294 / -0.1138 Eh

Here are the Löwdin charges for atoms 1 to 8, given in e: -0.15 -0.09 -0.10 -0.25 -0.33 0.16 0.15 0.15

No. 16
Below is C5H5NO2 as an isolated structure in a non-equilibrium geometry, with properties calculated with ωB97M-V with the def2-TZVPD basis set.

Geometry as XYZ:
```
13
Properties=species:S:1:pos:R:3
C 1.981 -0.336 -0.097
N -1.523 1.067 -0.317
C -2.004 -0.110 0.078
C -0.413 -1.229 0.142
C 0.506 -0.177 0.112
C -0.210 1.016 0.200
O -3.111 -0.534 0.239
O -0.545 -2.393 0.312
H -2.003 1.861 -0.735
H 0.234 1.954 0.508
H 2.368 -1.175 0.482
H 2.215 -0.510 -1.148
H 2.503 0.567 0.224
```

Calculated values
- Spin multiplicity: 1
- LUMO level: -0.0121 Eh

Here are the Löwdin charges for atoms 1 to 8, given in e: -0.04 0.09 -0.38 -0.24 -0.23 0.02 0.09 0.14

No. 17
Below is a single C5H5NO2 molecule in a non-equilibrium geometry, with properties calculated with ωB97M-V with the def2-TZVPD basis set.

Geometry as XYZ:
```
13
Properties=species:S:1:pos:R:3
C -1.323 -0.752 0.425
C 0.850 -1.575 -0.069
C -2.471 -1.027 -0.052
C 2.092 0.247 0.223
C 0.721 0.690 0.074
N -0.079 -0.439 0.161
O 0.523 -2.698 0.020
O 2.062 -1.085 -0.089
H -3.133 -1.566 0.556
H -2.782 -0.731 -1.060
H 2.671 0.792 -0.688
H 2.478 0.261 1.268
H 0.439 1.762 -0.020
```

Calculated values
- Spin multiplicity: 1
- LUMO level (spin up / spin down): 0.0132 / 0.0133 Eh

Here are the Löwdin charges for atoms 1 to 8, given in e: -0.09 -0.47 0.02 -0.22 -0.05 -0.01 0.20 0.07

No. 18
Below is a single C5H5NO4 molecule in a non-equilibrium geometry, with properties calculated with ωB97M-V with the def2-TZVPD basis set.

Geometry as XYZ:
```
15
Properties=species:S:1:pos:R:3
O 1.267 -2.513 0.371
C 0.253 -2.050 -0.177
C 0.049 -0.675 -0.111
C -1.284 0.084 -0.472
N -1.109 1.404 -0.250
C 0.220 1.767 0.122
O 0.595 2.904 0.276
C 1.024 0.458 0.291
O 2.093 0.437 -0.566
O 1.483 0.293 1.608
H -0.668 -2.663 -0.283
H -2.069 -0.537 -0.809
H -1.783 2.210 -0.205
H 2.498 -0.369 -0.782
H 0.807 0.052 2.226
```

Calculated values
- SMILES: O=CC1=CNC(=O)C1(O)O
- Spin multiplicity: 1
- LUMO level (spin up / spin down): -0.0292 / -0.0292 Eh

Here are the Löwdin charges for atoms 1 to 8, given in e: 0.01 -0.28 -0.07 0.07 0.10 -0.31 0.15 -0.49

No. 19
Below is a 2-piece molecular cluster, C5H5NOS overall in a non-equilibrium geometry, with properties calculated with ωB97M-V with the def2-TZVPD basis set.

Geometry as XYZ:
```
13
Properties=species:S:1:pos:R:3
C -0.224 -0.995 0.405
C 0.296 0.290 0.245
C 1.386 0.204 -0.557
O 1.581 -1.143 -0.905
C 0.607 -1.821 -0.272
H -1.081 -1.259 0.897
H -0.143 1.126 0.794
H 1.991 0.867 -0.931
H 0.660 -2.805 -0.547
N -2.166 1.395 -0.893
C -3.031 0.651 -0.478
S -3.892 -0.544 0.069
H -1.404 1.125 -1.463
```

Calculated values
- SMILES: c1ccoc1.N=C=S
- Spin multiplicity: 1
- LUMO level: 0.0119 Eh

Here are the Löwdin charges for atoms 1 to 8, given in e: -0.09 -0.11 -0.06 0.01 -0.11 0.06 0.12 0.06

No. 20
Below is C5H5NOS as an isolated structure in a non-equilibrium geometry, with properties calculated with ωB97M-V with the def2-TZVPD basis set.

Geometry as XYZ:
```
13
Properties=species:S:1:pos:R:3
C -0.936 -1.365 -1.072
C 0.861 0.711 0.658
C 0.489 -1.728 -0.938
C 0.172 -0.537 0.410
C -0.222 1.770 0.844
N -1.271 -0.609 -0.099
O 2.043 0.911 0.686
S 0.699 -2.254 0.708
H -1.638 -1.616 -1.912
H 1.269 -1.473 -1.704
H -1.200 1.468 0.269
H 0.120 2.665 0.326
H -0.387 2.056 1.824
```

Calculated values
- Spin multiplicity: 1
- LUMO level: -0.0190 Eh

Here are the Löwdin charges for atoms 1 to 8, given in e: -0.25 -0.47 -0.39 -0.48 -0.01 0.05 0.10 0.95

Going through the records in order, we get energy relative to the best compared isomer or geometry (same formula, charge and spin) values of 87.6; 10.4; 116.5; 81.1; 114.3; 56.0; 128.8; 146.5; 73.5; 69.0; 31.4; 61.3; 77.9; 42.5; 36.4; 60.8; 112.7; 27.7; 49.8; 100.1 kcal per mole.